(1)
# C5H7NO

An isolated molecule of C5H7NO in a non-equilibrium geometry (wB97M-V/def2-TZVPD, OMol25).

Geometry (Å):
H1 3.40017 -0.20077 0.65614
N1 2.78371 -0.87314 0.20078
C1 1.67619 -0.30671 0.01816
C2 0.44486 -0.89057 -0.50720
C3 -0.55401 -0.06035 -0.21315
C4 -2.01721 -0.21583 -0.42383
C5 0.03755 1.11378 0.50840
O1 1.43472 0.95846 0.45364
H2 0.40723 -1.87134 -0.96140
H3 -2.57148 -0.07236 0.51068
H4 -2.39388 0.52653 -1.13523
H5 -2.24270 -1.21168 -0.80920
H6 -0.18738 1.00614 1.59692
H7 -0.21776 2.09785 0.10528

Atoms 1-3, force components in eV/Å:
H 0.1690 -0.1728 0.0383
N 0.4207 -0.1282 -0.3487
C 0.6134 -0.5218 0.3114

Values from the calculation:
HOMO-LUMO gap = 10.0 eV
Energy above the lowest of the compared OMol25 structures with the same formula, charge and spin = 0.8053 eV
HOMO = -9.2 eV
Structure (SMILES) = [H]/N=C1/C=C(C)CO1

=====

(2)
# C52H120BClO40P8Zr

A structure of composition C52H120BClO40P8Zr in a non-equilibrium geometry (wB97M-V/def2-TZVPD, OMol25).

Geometry (Å):
Zr1 23.28363 -7.97132 -11.22678
O1 22.36501 -9.10090 -13.63281
C1 21.99405 -9.48381 -14.74611
O2 20.82334 -9.79689 -15.01449
B1 20.75146 -10.23513 -16.43061
O3 21.97738 -9.70074 -17.02474
C2 22.80449 -9.31972 -16.08389
O4 23.79076 -8.60286 -16.22524
O5 19.53997 -9.79641 -17.08732
C3 18.95754 -10.88855 -17.76409
O6 17.94014 -10.93991 -18.42331
C4 19.79889 -12.11503 -17.33558
O7 20.70669 -11.70577 -16.54303
O8 19.51878 -13.35276 -17.51113
Cl1 24.89930 -7.51813 -13.09090
C5 23.44408 -13.45127 -15.28386
C6 24.37689 -12.63064 -14.31233
O9 23.50342 -11.87100 -13.47512
P1 24.06933 -11.47576 -11.99346
O10 23.81669 -10.07026 -11.50998
O11 25.59427 -11.99398 -11.99611
C7 26.38435 -12.05650 -10.83086
C8 27.63340 -11.28156 -11.42247
O12 23.34987 -12.58261 -11.07400
C9 23.36327 -14.02085 -11.40964
C10 23.45874 -14.61587 -10.00134
H1 24.10749 -13.90049 -16.02290
H2 22.86174 -14.20441 -14.75306
H3 22.80596 -12.92753 -15.99563
H4 25.14187 -13.25512 -13.85088
H5 25.01071 -12.03621 -14.97038
H6 25.86346 -11.50943 -10.04506
H7 26.49363 -13.08336 -10.48197
H8 28.43408 -11.22215 -10.68526
H9 28.02149 -11.86809 -12.25521
H10 27.46726 -10.27482 -11.80585
H11 22.38557 -14.23881 -11.83940
H12 24.18272 -14.41073 -12.01347
H13 22.70258 -14.23611 -9.31424
H14 23.48149 -15.70215 -10.08836
H15 24.46151 -14.29917 -9.71455
C11 22.79789 -1.46016 -10.77105
C12 22.84835 -2.96444 -11.11232
O13 23.77662 -3.43130 -10.27280
P2 24.78419 -4.61937 -10.59228
O14 24.04235 -5.93445 -10.66352
O15 25.94356 -4.48819 -9.41574
C13 26.23231 -3.18157 -8.90219
C14 27.78387 -2.93295 -8.74158
O16 25.40272 -4.17201 -12.02386
C15 26.49449 -3.22443 -12.19076
C16 26.02658 -1.76101 -12.23351
H16 23.72809 -1.13047 -10.30830
H17 22.52465 -0.87081 -11.64633
H18 21.95743 -1.14847 -10.15091
H19 21.86021 -3.41677 -11.02822
H20 23.16089 -3.03602 -12.15410
H21 25.82797 -2.29067 -9.38271
H22 25.84870 -3.08169 -7.88682
H23 28.18068 -2.84136 -9.75265
H24 28.16673 -2.12425 -8.11907
H25 28.27680 -3.82429 -8.35348
H26 27.33165 -3.36450 -11.50693
H27 26.78762 -3.35957 -13.23187
H28 25.78079 -1.11843 -11.38807
H29 26.78280 -1.10932 -12.67115
H30 25.27030 -1.61496 -13.00475
C17 28.52809 -6.52177 -12.03254
C18 28.67512 -7.12219 -10.61199
O17 27.45647 -6.82323 -9.98316
P3 26.50190 -7.91810 -9.23017
O18 25.27680 -8.17881 -10.05013
O19 27.34423 -9.31474 -8.96230
C19 28.00334 -9.57632 -7.73762
C20 29.14821 -10.54127 -7.94029
O20 26.38170 -7.18544 -7.74652
C21 27.24193 -6.25613 -7.12708
C22 27.58786 -6.87509 -5.74614
H31 27.72721 -6.96760 -12.62239
H32 28.33964 -5.45053 -12.10347
H33 29.45560 -6.56205 -12.60367
H34 28.77175 -8.20429 -10.70049
H35 29.58985 -6.79943 -10.11481
H36 28.53048 -8.65455 -7.49153
H37 27.41394 -9.66713 -6.82522
H38 29.76082 -10.70000 -7.05282
H39 28.96521 -11.56007 -8.28183
H40 29.89568 -10.18349 -8.64837
H41 28.20924 -6.14677 -7.61743
H42 26.92814 -5.22035 -6.99754
H43 28.38619 -6.25362 -5.34049
H44 26.80220 -6.88252 -4.99064
H45 27.97231 -7.89500 -5.73743
C23 26.15861 -11.09153 -20.68559
C24 27.10695 -12.02126 -19.84294
O21 27.97810 -10.97069 -19.63971
P4 29.03752 -11.24726 -18.38580
O22 29.71581 -12.59846 -18.50017
O23 29.82946 -9.88756 -18.39074
C25 30.84854 -9.71324 -19.37219
C26 30.16018 -8.80697 -20.49299
O24 28.11065 -11.15783 -17.05483
C27 27.14369 -10.07731 -16.98106
C28 27.18013 -9.69900 -15.42515
H46 26.70407 -10.59541 -21.48836
H47 25.38269 -11.64832 -21.21098
H48 25.70797 -10.36720 -20.00710
H49 26.72360 -12.32404 -18.86854
H50 27.52988 -12.93205 -20.26684
H51 31.77350 -9.25687 -19.01965
H52 31.09679 -10.63420 -19.89973
H53 30.74218 -8.55814 -21.38038
H54 29.33651 -9.36500 -20.93827
H55 29.87727 -7.86965 -20.01395
H56 27.50820 -9.25780 -17.60043
H57 26.16242 -10.49698 -17.20264
H58 26.18811 -9.26558 -15.29809
H59 27.09443 -10.65175 -14.90265
H60 27.92947 -9.22206 -14.79339
C29 22.36357 -4.86810 -16.60458
C30 23.17482 -5.01281 -15.33620
O25 22.45149 -4.74424 -14.14278
P5 21.42978 -5.77696 -13.37875
O26 22.07470 -6.71633 -12.38801
O27 20.49251 -6.43811 -14.59312
C31 19.30193 -7.00040 -14.29571
C32 18.50579 -6.82837 -15.50430
O28 20.39255 -4.72686 -12.69346
C33 19.52663 -3.81325 -13.39075
C34 20.30789 -2.66664 -14.19014
H61 21.45499 -5.44247 -16.42379
H62 22.06188 -3.84573 -16.83228
H63 22.83435 -5.31259 -17.48145
H64 23.69242 -5.96364 -15.20928
H65 24.00779 -4.32258 -15.46973
H66 19.40599 -8.07530 -14.14782
H67 18.93744 -6.56014 -13.36759
H68 17.44272 -6.68469 -15.31106
H69 18.75187 -5.85531 -15.92938
H70 18.87410 -7.59465 -16.18639
H71 18.89357 -4.35611 -14.09263
H72 18.81769 -3.32340 -12.72326
H73 21.15997 -2.21612 -13.68113
H74 20.63340 -3.07958 -15.14494
H75 19.70858 -1.85390 -14.60046
C35 26.98099 -5.53329 -15.37282
C36 27.05819 -4.70118 -16.62239
O29 27.02336 -5.57821 -17.82617
P6 28.16476 -5.50591 -18.92522
O30 29.46533 -5.52809 -18.26610
O31 27.77048 -4.19687 -19.79300
C37 28.60185 -3.61403 -20.71897
C38 28.10251 -2.25845 -21.03291
O32 27.80205 -6.75747 -19.92116
C39 26.62886 -6.63087 -20.72588
C40 26.71784 -6.70407 -22.24900
H76 26.66040 -6.56910 -15.48422
H77 27.98327 -5.67687 -14.96921
H78 26.33743 -5.05741 -14.63290
H79 26.27332 -3.94508 -16.64182
H80 27.88102 -3.99017 -16.54812
H81 29.67246 -3.59157 -20.51551
H82 28.61789 -4.27747 -21.58367
H83 28.82673 -1.85925 -21.74301
H84 27.06949 -2.28600 -21.37966
H85 28.21924 -1.59521 -20.17583
H86 25.93007 -7.43886 -20.50923
H87 26.18874 -5.63636 -20.65269
H88 27.16686 -7.64802 -22.55794
H89 25.76370 -6.61762 -22.76886
H90 27.35552 -5.93276 -22.68090
C41 22.52416 -3.49729 -6.85929
C42 23.24335 -4.80912 -6.49947
O33 23.33303 -5.74430 -7.56227
P7 22.48011 -7.13666 -7.68327
O34 22.56133 -7.57362 -9.12059
O35 23.42712 -7.97769 -6.71442
C43 23.32006 -7.93655 -5.29421
C44 22.89252 -9.37252 -4.90201
O36 21.07670 -6.93931 -6.87908
C45 20.01445 -7.87347 -7.07232
C46 18.86105 -7.64484 -6.03637
H91 22.63941 -2.89195 -5.96020
H92 23.02909 -2.94368 -7.65090
H93 21.44472 -3.37691 -6.95114
H94 24.27992 -4.62997 -6.21393
H95 22.65227 -5.20010 -5.67130
H96 24.31848 -7.82524 -4.87127
H97 22.56908 -7.22011 -4.96128
H98 21.84042 -9.42788 -5.18151
H99 23.62727 -10.04829 -5.33970
H100 23.06393 -9.38143 -3.82561
H101 19.65774 -7.65681 -8.07925
H102 20.34084 -8.90731 -6.95943
H103 18.10092 -8.41326 -6.17721
H104 19.25765 -7.59171 -5.02247
H105 18.39005 -6.70507 -6.32464
C47 18.60144 -11.20000 -7.68632
C48 19.05380 -11.51209 -9.10244
O37 19.94447 -10.46139 -9.50947
P8 20.28007 -10.11316 -11.10504
O38 21.38301 -9.07857 -11.18232
O39 20.56041 -11.59586 -11.76319
C49 19.44693 -12.40968 -12.11780
C50 19.66928 -13.06708 -13.55353
O40 18.80361 -9.61075 -11.60414
C51 18.12898 -8.55878 -10.93265
C52 16.81533 -9.05398 -10.43353
H106 19.52169 -11.19309 -7.10220
H107 17.95962 -10.32240 -7.76369
H108 17.88789 -11.83282 -7.15860
H109 19.56381 -12.47304 -9.16997
H110 18.14198 -11.67726 -9.67638
H111 19.56660 -13.23357 -11.41426
H112 18.44629 -12.00046 -11.97864
H113 19.80427 -12.25632 -14.26946
H114 20.68034 -13.47432 -13.54899
H115 18.90852 -13.75689 -13.91893
H116 18.69249 -8.16623 -10.08621
H117 17.99692 -7.74513 -11.64583
H118 16.23919 -9.51808 -11.23401
H119 16.94326 -9.63398 -9.51957
H120 16.29191 -8.15975 -10.09516

Atoms 1-3, force components in eV/Å:
Zr 1.8068 -0.1524 -1.3859
O -0.1980 -0.6618 -1.2803
C 3.9027 2.3277 2.3656

Values from the calculation:
HOMO-LUMO gap = 7.8 eV
Total charge = +2
HOMO = -12.5 eV